Run one
The following is a DFT calculation (ωB97M-V/def2-TZVPD) of a cluster of 6 separate species, H11O5S in total.

The value obtained for the LUMO energy is 3.65 eV. Its multiplicity is 1. As for the charge: -1.

CARTESIAN COORDINATES (ANGSTROEM)
S1 -0.7297 -0.2689 1.3998
H1 -1.0650 -0.1974 2.6937
H2 -2.3405 3.2490 -0.9357
H3 -1.1197 2.4202 -1.2902
O1 -1.4588 3.3221 -1.3248
H4 2.3720 -2.1513 -2.1208
H5 2.8570 -1.2220 -1.0462
O2 3.1819 -1.7445 -1.7980
H6 1.4333 1.1015 -0.5434
H7 1.2846 -0.0979 0.3647
O3 1.9095 0.3161 -0.2670
H8 0.3915 -2.5071 0.5949
H9 1.7423 -2.9148 0.0050
O4 0.8434 -3.2392 0.1468
H10 -2.2586 1.3110 0.8072
H11 -3.8099 1.2738 0.7445
O5 -3.0493 1.8058 0.5088

Run two
The following is a DFT calculation (ωB97M-V/def2-TZVPD) of a cluster of 6 separate species, H11O5S in total.

The value obtained for the LUMO energy is 3.48 eV. Its multiplicity is 1. As for the charge: -1.

CARTESIAN COORDINATES (ANGSTROEM)
S1 0.2696 -1.3104 1.6024
H1 -0.1522 -2.5820 1.4340
H2 -0.0419 1.1883 2.1743
H3 0.5390 1.9649 1.1623
O1 -0.1965 2.0732 1.7857
H4 -1.1702 0.8015 -2.7770
H5 -2.1518 -0.0319 -1.8900
O2 -1.7887 0.0654 -2.7687
H6 -1.6422 -0.2035 0.6349
H7 -1.8990 1.1751 0.7235
O3 -2.3199 0.4123 0.2800
H8 0.0803 -2.0764 -1.8807
H9 1.1188 -2.2872 -0.7955
O4 1.0177 -1.9566 -1.7025
H10 3.4302 1.3207 0.8225
H11 2.2903 0.3466 0.8491
O5 2.6166 1.1001 0.3455

Which of them is the least stable? Correct choice: run two.

Run one
The following is a DFT calculation (ωB97M-V/def2-TZVPD) of a cluster of 6 separate species, H11O5S in total.

The value obtained for the LUMO energy is 3.33 eV. Its multiplicity is 1. As for the charge: -1.

CARTESIAN COORDINATES (ANGSTROEM)
S1 1.8931 0.9648 -0.2658
H1 1.1503 0.3417 0.7180
H2 1.2562 -0.3095 -1.9536
H3 1.3410 0.5103 -3.3186
O1 0.9085 -0.2884 -2.9636
H4 0.0376 -2.1185 -2.0727
H5 -0.1170 -2.7013 -0.6441
O2 -0.4901 -2.7863 -1.5614
H6 -2.4252 -1.6588 2.7653
H7 -2.4996 -2.2406 1.2129
O3 -2.9304 -1.9514 2.0213
H8 -1.2833 1.5580 -0.6613
H9 -0.7129 0.6495 -1.6956
O4 -1.6256 0.9283 -1.3994
H10 2.0909 2.5322 2.7330
H11 1.7201 3.7467 3.5692
O5 1.6864 2.8233 3.5164

Run two
The following is a DFT calculation (ωB97M-V/def2-TZVPD) of a cluster of 6 separate species, H11O5S in total.

The value obtained for the LUMO energy is 3.32 eV. Its multiplicity is 1. As for the charge: -1.

CARTESIAN COORDINATES (ANGSTROEM)
S1 0.5027 0.2296 -1.6078
H1 0.4370 -1.1157 -1.8850
H2 -0.1633 -2.0681 0.0636
H3 0.3506 -0.7932 0.3593
O1 0.1922 -1.6493 0.8570
H4 -1.3766 -0.7534 1.1345
H5 -1.9111 -0.0768 -0.0476
O2 -2.2414 -0.3903 0.8143
H6 -1.2740 0.4712 -3.7208
H7 -2.1879 0.2687 -2.6758
O3 -2.1588 0.0766 -3.6178
H8 -1.8116 0.7410 2.8779
H9 -0.9087 0.0544 3.9299
O4 -1.6657 0.6473 3.8298
H10 4.6386 0.9145 0.4700
H11 4.6082 2.1562 -0.4312
O5 4.9698 1.2873 -0.3502

Which of them is the least stable? Correct choice: run one.